[1]
{
  "formula": "H3OPS2",
  "method": "wB97M-V/def2-TZVPD",
  "de_lowest_kj_mol": 529.3,
  "gap_ev": [7.62, 5.95],
  "mol_weight_g_mol": 114.1,
  "lumo_ev": [-2.1, -2.9],
  "species": ["O", "P", "S", "S", "H", "H", "H"],
  "xyz": [[1.69966, 1.52950, 0.13343], [0.13310, -1.79088, -0.81653], [-0.09632, 1.30488, 2.40010], [0.54705, 0.71108, 0.55928], [-0.56598, -1.26449, -1.96183], [-1.10778, -1.67654, -0.07890], [-0.60973, 1.18645, -0.23555]]
}



[2]
{
  "formula": "C3H4CaN2",
  "method": "wB97M-V/def2-TZVPD",
  "charge": 2,
  "gap_ev": 6.92,
  "mol_weight_g_mol": 108.2,
  "lumo_ev": -10.1,
  "species": ["Ca", "N", "C", "C", "C", "N", "H", "H", "H", "H"],
  "xyz": [[-0.80056, -1.13440, 3.08909], [-0.22678, -0.26151, 0.99566], [0.19085, 0.92399, 0.58084], [-0.29084, -1.03702, -0.13725], [0.09144, -0.31372, -1.24626], [0.39526, 0.93620, -0.76709], [0.36053, 1.79994, 1.20696], [-0.60942, -2.07866, -0.09756], [0.17241, -0.56829, -2.30301], [0.71713, 1.73350, -1.32139]]
}



[3]
{
  "formula": "C11H17N4",
  "method": "wB97M-V/def2-TZVPD",
  "de_lowest_kj_mol": 44.0,
  "charge": 1,
  "gap_ev": 8.37,
  "mol_weight_g_mol": 205.3,
  "lumo_ev": -2.7,
  "species": ["C", "C", "N", "N", "N", "H", "H", "H", "H", "H", "H", "H", "H", "C", "C", "C", "C", "C", "C", "C", "C", "C", "N", "H", "H", "H", "H", "H", "H", "H", "H", "H"],
  "xyz": [[-3.60820, -0.72203, -1.19749], [-2.12333, -0.16540, 0.73937], [-2.95026, 0.17285, -0.23589], [-1.57243, -1.40642, 0.77632], [-1.90623, 0.60592, 1.80219], [-3.04965, 1.16829, -0.35680], [-1.48572, -1.83049, -0.13877], [-0.62495, -1.41020, 1.14694], [-2.33016, 1.51346, 1.91260], [-1.64210, 0.17052, 2.67129], [-3.77511, -0.20440, -2.13511], [-4.61009, -0.92099, -0.79324], [-3.13812, -1.69148, -1.20380], [1.33025, -1.54544, -2.56184], [1.57491, 0.14592, 0.77506], [1.28000, 0.21174, -0.59921], [1.52899, -1.10097, -1.15037], [1.92554, -1.88505, -0.11415], [1.71614, 1.30345, 1.55025], [1.29387, 2.47249, 0.94290], [0.69740, 1.36684, -1.14918], [0.73283, 2.49730, -0.33692], [1.89021, -1.16001, 1.07401], [2.38822, -1.44777, 1.90145], [2.29556, 1.31294, 2.46291], [2.41653, -2.84484, -0.08484], [1.32728, 3.40486, 1.49708], [0.58749, 1.39523, -2.22858], [1.12430, -0.66393, -3.18143], [0.54935, -2.25610, -2.79887], [0.24596, 3.40482, -0.68548], [2.23903, -1.96528, -3.00532]]
}



[4]
{
  "formula": "C3H10F3N5OP",
  "method": "wB97M-V/def2-TZVPD",
  "smiles": "N=[PH2]N(COC(F)(F)F)/C(N)=[NH+]\\N",
  "de_lowest_kj_mol": 482.7,
  "charge": 1,
  "gap_ev": 7.79,
  "mol_weight_g_mol": 220.1,
  "lumo_ev": -5.2,
  "species": ["N", "P", "N", "C", "O", "C", "F", "F", "F", "C", "N", "N", "N", "H", "H", "H", "H", "H", "H", "H", "H", "H", "H"],
  "xyz": [[1.71510, -0.28789, 2.72692], [0.13608, -0.47791, 2.28928], [-0.08960, -0.13613, 0.51701], [0.55649, 1.18455, 0.04785], [-0.42733, 2.24760, -0.21177], [0.14822, 3.25610, -1.12802], [-0.53740, 4.56914, -0.87734], [1.60282, 3.51286, -0.90939], [-0.10605, 2.93742, -2.58280], [-0.79185, -0.98123, -0.33321], [-0.97173, -0.58616, -1.81414], [-1.40157, -2.29610, 0.13526], [-0.43834, -3.24438, 0.44246], [2.03825, -1.19513, 3.13156], [-0.67597, 0.47406, 3.02014], [-0.27773, -1.81334, 2.65505], [1.37636, 1.57167, 0.82407], [1.09623, 0.94032, -0.96128], [-1.78208, -1.13331, -2.23455], [-1.32078, 0.41804, -1.86824], [-1.89649, -2.69546, -0.71834], [-0.57152, -4.14273, -0.07329], [0.53511, -2.87546, 0.37129]]
}



[5]
{
  "formula": "C3H7NO2",
  "method": "wB97M-V/def2-TZVPD",
  "smiles": "CO/C(C)=N\\O",
  "de_lowest_kj_mol": 455.0,
  "gap_ev": 9.36,
  "mol_weight_g_mol": 89.1,
  "lumo_ev": 0.6,
  "species": ["C", "O", "C", "C", "N", "O", "H", "H", "H", "H", "H", "H", "H"],
  "xyz": [[-1.30115, -1.08272, 0.01910], [0.13721, -0.86785, -0.06565], [0.77364, 0.34832, -0.14793], [0.02029, 1.66239, -0.03669], [2.09200, 0.28249, -0.08224], [2.59770, -0.95741, 0.04816], [-1.95458, -0.81768, -0.89124], [-1.47894, -2.23944, -0.15193], [-2.00268, -0.78416, 0.88178], [-0.85647, 2.00737, -0.70102], [0.72188, 2.60030, 0.19551], [-0.62174, 1.53438, 0.98175], [1.87285, -1.68598, -0.04959]]
}



[6]
{
  "formula": "C3H10O3S2",
  "method": "wB97M-V/def2-TZVPD",
  "smiles": "O=CCCSS.O.O",
  "de_lowest_kj_mol": 97.5,
  "gap_ev": 9.46,
  "mol_weight_g_mol": 158.2,
  "lumo_ev": 0.4,
  "species": ["O", "C", "C", "C", "S", "S", "H", "H", "H", "H", "H", "H", "O", "H", "H", "O", "H", "H"],
  "xyz": [[1.34495, -1.80891, -1.61954], [0.17981, -1.80286, -1.90065], [-0.63982, -0.52504, -1.95127], [-0.03193, 0.59222, -2.83157], [-0.41775, 2.34411, -2.39899], [0.48761, 2.72445, -0.65409], [-0.39940, -2.72459, -2.06947], [-1.56101, -0.75315, -2.51105], [-0.98632, -0.29678, -0.94208], [1.04763, 0.46427, -2.73588], [-0.42068, 0.58663, -3.84453], [-0.59263, 2.72577, 0.18427], [-2.32248, -0.93058, 2.25369], [-2.37846, -0.67862, 1.31751], [-1.59826, -0.56097, 2.70617], [2.72491, 0.39510, 5.31314], [2.64774, -0.52639, 5.52676], [2.91610, 0.77534, 6.15759]]
}



[7]
{
  "formula": "C15H22N8O3SSbSe4W",
  "method": "wB97M-V/def2-TZVPD",
  "de_lowest_kj_mol": 578.6,
  "charge": 1,
  "gap_ev": [6.24, 5.74],
  "mol_weight_g_mol": 1015.9,
  "lumo_ev": [-4.6, -4.7],
  "species": ["W", "N", "C", "C", "O", "N", "C", "C", "O", "O", "H", "H", "H", "H", "H", "H", "Se", "Sb", "Se", "Se", "Se", "C", "N", "C", "C", "N", "N", "C", "N", "N", "H", "H", "H", "H", "H", "H", "H", "H", "H", "H", "H", "S", "C", "N", "C", "C", "C", "C", "C", "C", "H", "H", "H", "H", "H"],
  "xyz": [[-0.82656, 0.40328, -1.06216], [-0.76847, 3.60122, -1.09077], [-1.00050, 3.21568, -2.49054], [-0.23719, 1.92137, -2.66959], [0.93647, 1.90359, -2.23322], [-0.85223, 0.83923, -3.14870], [0.06509, -0.09163, -3.85147], [1.15460, -0.57278, -2.87085], [2.23877, -0.96869, -3.16716], [0.66772, -0.49450, -1.62674], [-1.52699, 4.20545, -0.77978], [0.08874, 4.14589, -1.02055], [-0.57764, 3.91879, -3.22005], [-2.06731, 3.11484, -2.70765], [0.52688, 0.40577, -4.70695], [-0.53162, -0.93922, -4.22629], [-3.53791, -4.23792, -3.69779], [-3.12620, -3.46380, -1.51899], [-1.96138, -1.38529, -1.30952], [-2.86067, 1.46903, -0.76038], [-3.76001, -4.49397, 0.49465], [1.46549, 3.24469, 3.27462], [1.43953, 2.54124, 2.00784], [2.66329, 2.45590, 1.22630], [0.33738, 1.93259, 1.55154], [0.30819, 1.31304, 0.38627], [-0.79520, 1.96575, 2.32377], [-1.86624, 1.06502, 2.24166], [-2.94683, 1.38420, 2.96363], [-1.71332, -0.02201, 1.56747], [2.44868, 3.68975, 3.39292], [1.28732, 2.57242, 4.11752], [0.73270, 4.05329, 3.29004], [3.47640, 2.92537, 1.76973], [2.56258, 2.97040, 0.26655], [2.94412, 1.41420, 1.04024], [1.20885, 1.42922, -0.08651], [-0.86525, 2.68161, 3.03326], [-3.09976, 2.32282, 3.29730], [-3.79271, 0.85368, 2.80134], [-2.54102, -0.62277, 1.64832], [1.39221, -2.80423, 2.75146], [0.72454, -1.48336, 1.89817], [0.42198, -1.65621, 0.64730], [0.74934, -2.94745, 0.26278], [0.58217, -3.52690, -0.99428], [0.94366, -4.83887, -1.19767], [1.49824, -5.59561, -0.16612], [1.68061, -5.05238, 1.08741], [1.29900, -3.73607, 1.29219], [0.55218, -0.55877, 2.41603], [0.18391, -2.93857, -1.81362], [0.79618, -5.28249, -2.16867], [1.78001, -6.61674, -0.36023], [2.09819, -5.62911, 1.89596]]
}



[8]
{
  "formula": "C19H28N4O4S",
  "method": "wB97M-V/def2-TZVPD",
  "smiles": "CN1C(=O)C(=Cc2ccc(N(C)C)cc2)C(=O)N(C)C1=S.OCCNCCO",
  "de_lowest_kj_mol": 272.9,
  "gap_ev": 6.87,
  "mol_weight_g_mol": 408.5,
  "lumo_ev": -1.3,
  "species": ["C", "N", "C", "O", "C", "C", "C", "C", "C", "C", "N", "C", "C", "C", "C", "C", "O", "N", "C", "C", "S", "H", "H", "H", "H", "H", "H", "H", "H", "H", "H", "H", "H", "H", "H", "H", "H", "H", "O", "C", "C", "N", "C", "C", "O", "H", "H", "H", "H", "H", "H", "H", "H", "H", "H", "H"],
  "xyz": [[4.93113, -1.40733, 2.85111], [3.67474, -0.68694, 2.88933], [2.53320, -1.51090, 2.77631], [2.67482, -2.73458, 2.64938], [1.23133, -0.86026, 2.81586], [0.10686, -1.63696, 2.80266], [-1.25131, -1.14500, 2.77622], [-1.67835, -0.17964, 1.83974], [-2.95730, 0.33065, 1.87605], [-3.86816, -0.10026, 2.85966], [-5.14987, 0.45625, 2.92730], [-6.22486, 0.02110, 2.06591], [-5.43194, 1.64198, 3.70277], [-3.46562, -1.09634, 3.77283], [-2.19553, -1.63189, 3.70531], [1.20058, 0.59180, 3.03284], [0.17613, 1.22090, 3.31010], [2.42556, 1.27944, 2.91014], [2.38813, 2.73971, 2.98108], [3.68579, 0.70340, 2.87818], [5.04540, 1.68391, 2.83790], [5.71165, -0.64868, 2.88950], [4.99143, -2.08313, 3.70764], [4.99210, -1.99523, 1.93229], [0.24442, -2.71368, 2.88939], [-0.97355, 0.18034, 1.08950], [-3.27657, 1.08718, 1.16010], [-5.89158, -0.83890, 1.47086], [-7.09180, -0.26723, 2.67933], [-6.53340, 0.83811, 1.39535], [-4.53365, 1.93934, 4.25952], [-5.74335, 2.46526, 3.04080], [-6.25261, 1.43706, 4.40594], [-4.18998, -1.42596, 4.51699], [-1.87523, -2.40452, 4.40772], [1.34841, 3.05135, 2.97313], [2.89260, 3.07049, 3.89470], [2.93836, 3.13751, 2.12474], [-1.35380, -4.76335, -1.79600], [-0.99524, -4.29378, -0.50771], [0.35957, -3.61808, -0.61650], [0.30268, -2.47261, -1.46787], [1.52093, -1.76243, -1.69367], [1.32812, -0.60777, -2.65943], [0.94487, -1.14031, -3.91608], [-2.17837, -5.26725, -1.70614], [-1.73981, -3.57095, -0.14170], [-0.86407, -5.13193, 0.19159], [0.70754, -3.36923, 0.41006], [1.07999, -4.31582, -1.07905], [-0.52672, -1.89196, -1.36413], [1.94184, -1.34290, -0.75356], [2.23576, -2.48649, -2.12147], [0.54497, 0.06203, -2.27772], [2.30338, -0.10593, -2.72371], [0.89937, -0.40307, -4.54457]]
}



[9]
{
  "formula": "CH3PS",
  "method": "wB97M-V/def2-TZVPD",
  "smiles": "C1PS1",
  "de_lowest_kj_mol": 135.9,
  "gap_ev": 7.69,
  "mol_weight_g_mol": 78.1,
  "lumo_ev": -1.3,
  "species": ["C", "P", "S", "H", "H", "H"],
  "xyz": [[-0.07767, -0.51509, -0.33919], [0.40090, 1.22362, 0.03896], [-1.78213, -0.14525, 0.12986], [0.06117, -0.76279, -1.46604], [0.47124, -1.22122, 0.20707], [0.92649, 1.42073, 1.42934]]
}